{"formula": "C2H4O3S", "method": "ωB97M-V/def2-TZVPD", "orbital_gap_ev": 10.68, "e_above_lowest_kj_mol": 300.4, "smiles": "O=C(S)COO", "homo_ev": -10.35, "spin_multiplicity": 1, "symbols": ["O", "C", "S", "C", "O", "O", "H", "H", "H", "H"], "positions_angstrom": [[1.79961, 1.30517, -0.64147], [0.69203, 0.75831, -0.65445], [-0.61073, 0.79130, -1.79164], [0.41308, -0.32849, 0.45434], [-0.75740, 0.01676, 1.18926], [-1.31323, -1.04145, 1.96327], [-0.21851, 1.76654, -2.71437], [0.19174, -1.16851, -0.19920], [1.40899, -0.40439, 1.07638], [-1.60557, -1.69524, 1.31788]], "forces_ev_per_a": [[-2.713, -0.764, -0.669], [3.024, 0.477, 1.829], [-0.391, 1.050, -1.304], [1.148, 0.550, 0.368], [0.125, 0.703, -0.498], [0.796, -0.127, 0.196], [0.032, -0.874, 1.069], [0.279, -0.901, 0.450], [-2.135, -0.088, -1.081], [-0.164, -0.026, -0.360]]}